# 1
The following is a quantum chemistry calculation of a cluster of 5 separate species, C4H18O4 in total in a non-equilibrium geometry, from the Open Molecules 2025 dataset.

Each atom is followed by the atoms it is bonded to, with distances in Å.
Positions of all 26 atoms, in Å:
1 C -0.605 0.430 -1.714  C2 1.556, H5 1.137, H6 1.149, H7 1.127
2 C -1.094 -1.042 -1.831  C1 1.556, C3 1.495, H8 1.138, H9 1.152
3 C -1.483 -1.505 -0.464  C2 1.495, C4 1.538, H10 1.124, H11 1.074
4 C -1.025 -2.946 -0.189  C3 1.538, H12 1.105, H13 1.129, H14 1.015
5 H 0.359 0.532 -1.120  C1 1.137
6 H -1.256 1.258 -1.252  C1 1.149
7 H -0.269 0.940 -2.661  C1 1.127
8 H -0.236 -1.515 -2.409  C2 1.138
9 H -1.937 -1.033 -2.616  C2 1.152
10 H -2.601 -1.383 -0.462  C3 1.124
11 H -1.106 -1.001 0.407  C3 1.074
12 H -0.546 -3.523 -1.000  C4 1.105
13 H -1.878 -3.474 0.330  C4 1.129
14 H -0.423 -3.056 0.621  C4 1.015
15 O 0.477 3.150 1.945  H16 0.897, H17 0.983
16 H 1.129 2.541 1.854  O15 0.897
17 H 0.863 3.829 1.347  O15 0.983
18 O 2.217 1.135 1.775  H19 1.028, H20 0.951
19 H 1.411 0.505 1.675  O18 1.028
20 H 2.820 0.834 1.103  O18 0.951
21 O -2.109 1.444 2.106  H22 0.922, H23 0.975
22 H -1.222 1.650 2.254  O21 0.922
23 H -2.682 2.233 2.110  O21 0.975
24 O 4.034 0.001 -0.334  H25 0.921, H26 0.973
25 H 3.489 -0.704 -0.567  O24 0.921
26 H 3.672 0.699 -0.907  O24 0.973

Values from the calculation:
- E_tot: -464.08696 Ha
- SMILES: CCCC.O.O.O.O
- ΔE to the lowest compared entry with this formula, charge and spin: 44.30 kcal per mole
- Orbital gap: 10.795 eV
- LUMO level: 0.140 eV

=====

# 2
The following is a quantum chemistry calculation of a cluster of 5 separate species, C4H18O6 in total in a non-equilibrium geometry, from the Open Molecules 2025 dataset.

Each atom is followed by the atoms it is bonded to, with distances in Å.
Positions of all 28 atoms, in Å:
1 C -0.566 1.606 1.502  C2 1.525, H7 1.098, H8 1.114, H9 1.068
2 C -1.205 1.203 0.177  C1 1.525, O3 1.407, C4 1.555, H10 1.142
3 O -2.416 0.526 0.410  C2 1.407, H11 1.040
4 C -0.245 0.325 -0.675  C2 1.555, C5 1.533, H12 1.111, H13 1.095
5 C -0.472 0.560 -2.173  C4 1.533, O6 1.405, H14 1.193, H15 1.097
6 O 0.764 0.673 -2.831  C5 1.405, H16 0.965
7 H -1.250 2.238 2.084  C1 1.098
8 H 0.370 2.180 1.313  C1 1.114
9 H -0.304 0.791 2.141  C1 1.068
10 H -1.562 2.125 -0.395  C2 1.142
11 H -2.265 -0.244 1.092  O3 1.040
12 H 0.811 0.534 -0.400  C4 1.111
13 H -0.382 -0.730 -0.415  C4 1.095
14 H -1.060 -0.354 -2.664  C5 1.193
15 H -1.005 1.493 -2.395  C5 1.097
16 H 1.312 -0.115 -2.732  O6 0.965
17 O -1.822 -1.402 2.200  H18 0.995, H19 0.995
18 H -2.243 -2.298 2.308  O17 0.995
19 H -0.852 -1.616 2.146  O17 0.995
20 O 0.810 -1.862 2.084  H21 0.965, H22 0.924
21 H 1.102 -2.254 1.252  O20 0.965
22 H 1.276 -1.070 2.182  O20 0.924
23 O 1.541 -2.731 -0.357  H24 0.966, H25 0.941
24 H 1.203 -3.592 -0.637  O23 0.966
25 H 1.372 -2.072 -1.007  O23 0.941
26 O 2.593 1.794 -1.191  H27 0.980, H28 0.992
27 H 2.606 2.774 -1.189  O26 0.980
28 H 1.888 1.520 -1.831  O26 0.992

Values from the calculation:
- E_tot: -614.61380 Ha
- SMILES: C[C@H](O)CCO.O.O.O.O
- ΔE to the lowest compared entry with this formula, charge and spin: 13.94 kcal per mole
- Orbital gap: 9.311 eV
- LUMO level: -0.002 eV

=====

Which value of ΔE to the lowest compared entry with this formula, charge and spin does entry 1 give? 44.30 kcal per mole